No. 1
{"formula": "C4H9NO2", "method": "wB97M-V/def2-TZVPD", "de_lowest_ev": 1.595, "largest_force_ha_per_bohr": 0.015, "homo_lumo_gap_ev": 10.546, "energy_ev": -9878.466, "smiles": "[H]/N=C(\\OC)OCC", "e_homo_ev": -9.6, "lumo_energy_ev": 0.953, "symbols": ["H", "N", "C", "O", "C", "O", "C", "C", "H", "H", "H", "H", "H", "H", "H", "H"], "coordinates": [[1.308, -1.580, -1.645], [1.190, -0.742, -1.101], [-0.020, -0.570, -0.780], [-1.017, -1.412, -1.118], [-2.360, -1.141, -0.737], [-0.351, 0.515, -0.060], [0.770, 1.348, 0.294], [1.536, 0.832, 1.511], [-2.951, -1.975, -1.124], [-2.456, -1.093, 0.351], [-2.707, -0.203, -1.177], [0.279, 2.292, 0.502], [1.479, 1.483, -0.543], [2.162, -0.037, 1.277], [2.191, 1.622, 1.911], [0.826, 0.560, 2.297]]}

=====

No. 2
{"formula": "C26H41As3BN6Tc", "method": "wB97M-V/def2-TZVPD", "de_lowest_ev": 0.000, "largest_force_ha_per_bohr": 0.018, "homo_lumo_gap_ev": [5.271, 2.587], "energy_ev": -221931.652, "multiplicity": 4, "e_homo_ev": [-14.9, -14.9], "lumo_energy_ev": [-9.612, -12.296], "total_charge": 3, "symbols": ["Tc", "N", "C", "N", "C", "N", "N", "C", "C", "C", "C", "C", "C", "N", "C", "C", "C", "C", "C", "C", "H", "H", "H", "H", "H", "H", "H", "H", "H", "H", "H", "C", "As", "C", "C", "C", "C", "C", "As", "C", "C", "C", "As", "C", "C", "H", "H", "H", "H", "H", "H", "H", "H", "H", "H", "H", "H", "H", "H", "H", "H", "H", "H", "H", "H", "H", "H", "H", "H", "H", "H", "H", "B", "C", "N", "H", "H", "H"], "coordinates": [[1.043, 0.420, -0.055], [1.901, 1.347, -4.756], [2.138, 0.703, -3.614], [2.064, 1.268, -2.435], [1.755, 2.613, -2.387], [1.747, 3.227, -1.213], [1.984, 2.345, -0.202], [2.929, 2.614, 0.625], [3.287, 1.563, 1.574], [4.269, 1.731, 2.525], [4.588, 0.665, 3.364], [3.912, -0.532, 3.208], [2.940, -0.634, 2.226], [2.625, 0.384, 1.411], [1.493, 3.373, -3.579], [1.174, 4.737, -3.588], [0.906, 5.355, -4.784], [0.946, 4.635, -5.999], [1.266, 3.303, -6.021], [1.547, 2.673, -4.806], [1.949, 0.824, -5.624], [2.403, -0.343, -3.700], [3.492, 3.539, 0.550], [4.781, 2.681, 2.608], [5.356, 0.773, 4.119], [4.132, -1.389, 3.830], [2.401, -1.559, 2.082], [1.145, 5.285, -2.656], [0.661, 6.408, -4.806], [0.722, 5.149, -6.924], [1.302, 2.746, -6.949], [-2.108, 1.790, 1.257], [-0.491, 0.914, 1.824], [0.286, 2.193, 3.042], [-0.865, -0.586, 2.997], [-1.456, -1.895, 2.426], [-1.931, -2.685, 3.653], [-0.373, -2.723, 1.725], [0.369, -2.045, 0.056], [-0.832, -2.550, -1.368], [1.877, -3.238, -0.234], [-2.615, -1.573, 1.473], [-3.870, -2.901, 0.625], [-5.113, -3.104, 2.116], [-3.020, -4.666, 0.777], [-2.754, 1.888, 2.129], [-2.612, 1.231, 0.477], [-1.839, 2.781, 0.891], [-0.462, 2.429, 3.798], [0.549, 3.106, 2.511], [1.164, 1.774, 3.532], [-1.555, -0.162, 3.731], [0.075, -0.779, 3.527], [-1.122, -2.820, 4.374], [-2.293, -3.670, 3.370], [-2.746, -2.159, 4.153], [-0.766, -3.707, 1.466], [0.475, -2.891, 2.396], [-1.012, -3.621, -1.298], [-0.348, -2.329, -2.319], [-1.776, -2.014, -1.309], [1.725, -4.147, 0.346], [2.823, -2.783, 0.050], [1.916, -3.497, -1.290], [-2.225, -1.000, 0.622], [-3.313, -0.903, 1.984], [-5.595, -2.149, 2.320], [-4.635, -3.478, 3.019], [-5.884, -3.809, 1.807], [-2.193, -4.789, 0.078], [-3.797, -5.367, 0.472], [-2.704, -4.941, 1.781], [-2.342, 0.859, -3.227], [-1.301, 0.780, -2.108], [-0.498, 0.702, -1.258], [-3.353, 0.367, -2.786], [-2.453, 2.040, -3.482], [-1.867, 0.227, -4.151]]}

=====

No. 3
{"formula": "CH2N2O3Si", "method": "wB97M-V/def2-TZVPD", "de_lowest_ev": 3.035, "largest_force_ha_per_bohr": 0.151, "homo_lumo_gap_ev": 9.840, "energy_ev": -18065.286, "smiles": "N#C[Si@@H](O)[N+](=O)[O-]", "e_homo_ev": -11.2, "lumo_energy_ev": -1.313, "symbols": ["N", "C", "Si", "O", "N", "O", "O", "H", "H"], "coordinates": [[-2.415, -1.952, -0.266], [-1.510, -1.313, -0.032], [-0.007, -0.337, 0.523], [1.710, -1.019, -0.638], [-0.121, 1.377, -0.006], [-0.514, 2.032, 0.953], [0.115, 1.779, -1.104], [0.770, -0.209, 1.749], [1.971, -0.357, -1.177]]}

=====

No. 4
{"formula": "C28H49BF7N2O13P2", "method": "wB97M-V/def2-TZVPD", "largest_force_ha_per_bohr": 0.174, "homo_lumo_gap_ev": 6.041, "energy_ev": -97696.326, "e_homo_ev": -11.6, "lumo_energy_ev": -5.587, "total_charge": 1, "symbols": ["C", "O", "C", "C", "C", "C", "C", "C", "C", "C", "C", "C", "F", "F", "C", "F", "F", "F", "C", "B", "O", "O", "C", "N", "N", "C", "O", "F", "C", "O", "F", "H", "H", "H", "H", "H", "H", "H", "H", "H", "H", "H", "H", "H", "H", "H", "H", "H", "H", "H", "O", "P", "O", "C", "C", "O", "C", "C", "O", "C", "C", "H", "H", "H", "H", "H", "H", "H", "H", "H", "H", "H", "H", "H", "H", "H", "O", "P", "O", "C", "C", "O", "C", "C", "O", "C", "C", "H", "H", "H", "H", "H", "H", "H", "H", "H", "H", "H", "H", "H", "H", "H"], "coordinates": [[3.193, 0.475, 4.665], [2.515, 1.709, 4.939], [1.489, 1.968, 3.976], [2.082, 2.592, 2.629], [1.341, 3.927, 2.240], [-0.084, 3.734, 1.574], [-0.395, 2.273, 1.100], [-1.920, 2.084, 0.630], [-2.663, 1.510, 1.884], [-3.411, 2.443, 2.714], [-4.110, 1.969, 3.924], [-4.897, 2.954, 4.839], [-6.132, 2.517, 5.203], [-4.077, 3.227, 5.924], [-5.122, 4.370, 4.129], [-5.772, 4.253, 2.943], [-5.974, 5.057, 4.966], [-3.980, 5.104, 4.063], [-3.980, 0.509, 4.215], [-4.647, -0.174, 5.515], [-3.895, -0.403, 6.674], [-5.997, -0.514, 5.519], [-3.238, -0.318, 3.307], [-2.581, 0.153, 2.166], [-1.886, -0.703, 1.329], [-0.601, -1.111, 1.890], [-0.390, -1.445, 2.993], [0.439, -1.136, 0.999], [-2.715, -1.827, 0.905], [-3.482, -1.745, 0.032], [-2.577, -2.985, 1.627], [3.206, -0.221, 5.552], [4.267, 0.718, 4.418], [2.764, -0.110, 3.808], [0.912, 1.019, 3.789], [0.771, 2.693, 4.460], [2.146, 1.835, 1.803], [3.151, 2.862, 2.872], [2.006, 4.492, 1.534], [1.266, 4.552, 3.176], [-0.858, 4.139, 2.280], [-0.121, 4.404, 0.666], [-0.248, 1.516, 1.926], [0.319, 2.020, 0.274], [-2.020, 1.434, -0.271], [-2.383, 3.087, 0.433], [-3.438, 3.510, 2.385], [-2.952, -0.250, 6.475], [-6.314, -0.544, 6.441], [-3.153, -1.410, 3.526], [5.309, -0.601, 1.609], [5.382, -0.544, 0.094], [5.791, -2.122, -0.165], [4.807, -3.123, 0.059], [3.674, -3.038, -0.948], [6.879, 0.160, 0.043], [7.247, 1.116, 1.040], [8.168, 0.481, 2.064], [5.234, -0.286, -1.560], [6.325, -0.295, -2.489], [6.879, -1.670, -2.802], [4.422, -3.047, 1.081], [5.307, -4.089, -0.034], [3.121, -2.099, -0.840], [2.974, -3.865, -0.809], [4.054, -3.075, -1.970], [6.363, 1.546, 1.516], [7.766, 1.936, 0.537], [7.792, -0.483, 2.409], [8.303, 1.135, 2.928], [9.148, 0.289, 1.621], [7.116, 0.390, -2.190], [5.913, 0.117, -3.415], [7.482, -2.054, -1.978], [7.527, -1.622, -3.681], [6.080, -2.386, -2.997], [-1.893, -0.339, -4.728], [-3.194, -0.903, -5.270], [-3.134, -2.364, -4.501], [-3.340, -2.395, -3.097], [-4.763, -2.026, -2.722], [-2.577, -1.310, -6.750], [-1.587, -0.477, -7.359], [-0.211, -1.098, -7.209], [-4.733, -1.246, -5.848], [-5.034, -2.250, -6.824], [-4.960, -3.675, -6.313], [-2.625, -1.730, -2.601], [-3.127, -3.414, -2.766], [-4.985, -0.990, -2.995], [-4.917, -2.137, -1.651], [-5.484, -2.659, -3.241], [-1.614, 0.532, -6.942], [-1.837, -0.388, -8.420], [-0.024, -1.433, -6.188], [0.569, -0.391, -7.496], [-0.127, -1.982, -7.846], [-4.440, -2.125, -7.728], [-6.068, -2.056, -7.122], [-3.926, -4.001, -6.189], [-5.429, -4.354, -7.029], [-5.464, -3.779, -5.351]]}

=====

No. 5
{"formula": "C3H8OS", "method": "wB97M-V/def2-TZVPD", "de_lowest_ev": 1.941, "largest_force_ha_per_bohr": 0.061, "homo_lumo_gap_ev": 8.780, "energy_ev": -16121.297, "smiles": "C=O.CSC", "e_homo_ev": -8.2, "lumo_energy_ev": 0.562, "symbols": ["C", "O", "H", "H", "C", "S", "C", "H", "H", "H", "H", "H", "H"], "coordinates": [[-2.657, 3.952, -1.201], [-1.715, 3.162, -1.350], [-2.534, 4.597, -0.358], [-3.649, 3.933, -1.759], [0.429, -1.127, -0.537], [1.349, -2.719, -0.233], [1.834, -2.408, 1.450], [-0.052, -0.648, 0.423], [1.301, -0.476, -0.583], [-0.271, -1.269, -1.354], [2.805, -1.956, 1.323], [1.827, -3.345, 2.070], [1.333, -1.697, 2.110]]}

=====

No. 6
{"formula": "C9H20OP", "method": "wB97M-V/def2-TZVPD", "de_lowest_ev": 0.000, "largest_force_ha_per_bohr": 0.085, "homo_lumo_gap_ev": 10.056, "energy_ev": -20985.772, "e_homo_ev": -14.0, "lumo_energy_ev": -3.924, "total_charge": 1, "symbols": ["C", "C", "C", "C", "C", "C", "C", "C", "C", "O", "P", "H", "H", "H", "H", "H", "H", "H", "H", "H", "H", "H", "H", "H", "H", "H", "H", "H", "H", "H", "H"], "coordinates": [[-0.897, -0.268, -1.010], [-3.423, -0.279, 0.981], [1.327, 2.337, 0.014], [3.413, -1.052, -0.719], [0.336, -1.750, 1.236], [-1.738, 0.829, -0.573], [-3.247, 0.533, -0.365], [1.240, 1.089, 0.835], [1.941, -1.082, -1.192], [-1.035, -1.059, -1.899], [0.649, -0.422, 0.042], [-3.043, 0.103, 1.883], [-3.128, -1.368, 0.927], [-4.536, -0.176, 1.196], [0.382, 2.397, -0.484], [1.665, 3.302, 0.379], [2.049, 2.116, -0.759], [3.809, 0.038, -0.550], [3.441, -1.816, 0.166], [4.208, -1.446, -1.427], [1.242, -2.197, 1.637], [-0.169, -2.537, 0.656], [-0.385, -1.475, 2.001], [-1.301, 1.434, 0.343], [-1.730, 1.712, -1.337], [-3.678, -0.059, -1.342], [-3.692, 1.563, -0.234], [0.605, 1.238, 1.721], [2.286, 0.776, 1.277], [1.637, -2.061, -1.406], [1.773, -0.422, -1.999]]}